The following is a DFT calculation (ωB97M-V/def2-TZVPD) of a molecular structure, C5H8N2.

Values from the calculation:
HOMO level (alpha / beta)   -7.972 / -7.974 eV
Frontier orbital gap (alpha / beta)   8.02 / 8.02 eV
Max |F|   0.44 eV Å⁻¹
E_tot   -8289.998 eV
Energy relative to the best compared isomer or geometry (same formula, charge and spin)   4.998 eV

Cartesian coordinates (Å):
C: -0.363 1.875 -1.653
N: 0.016 0.710 -0.944
C: -1.120 -0.111 -0.823
C: -0.852 -0.862 0.370
C: 0.456 -0.545 0.706
C: 1.304 -1.149 1.791
N: 0.969 0.447 -0.087
H: 0.427 2.332 -2.259
H: -0.884 2.593 -1.017
H: -1.716 0.952 -1.399
H: -1.343 -0.693 -1.727
H: -1.473 -1.623 0.830
H: 0.680 -1.507 2.618
H: 2.019 -0.416 2.181
H: 1.880 -2.004 1.413

=====

The following is a DFT calculation (ωB97M-V/def2-TZVPD) of C5H8N2 in the gas phase in a non-equilibrium geometry.

Values from the calculation:
HOMO level   -7.588 eV
Frontier orbital gap   8.21 eV
Max |F|   2.27 eV Å⁻¹
E_tot   -8289.048 eV
Energy relative to the best compared isomer or geometry (same formula, charge and spin)   5.949 eV

Cartesian coordinates (Å):
C: -0.637 1.772 -0.301
C: -1.743 -0.569 -0.409
N: 0.810 -1.487 0.857
C: -0.585 0.303 -0.030
N: 0.461 -0.157 0.533
C: 1.988 -0.681 0.633
C: 3.173 -0.273 0.560
H: 0.596 -2.135 0.091
H: -1.381 2.246 0.340
H: 0.333 2.234 -0.130
H: -0.953 1.943 -1.333
H: -1.592 -1.011 -1.397
H: -1.889 -1.377 0.310
H: -2.665 0.015 -0.452
H: 4.083 -0.823 0.727

=====

The following is a DFT calculation (ωB97M-V/def2-TZVPD) of C5H8N2 in the gas phase.

Values from the calculation:
HOMO level   -8.179 eV
Frontier orbital gap   9.12 eV
SMILES   CC1=NCC(N)=C1
Max |F|   0.31 eV Å⁻¹
E_tot   -8294.610 eV
Energy relative to the best compared isomer or geometry (same formula, charge and spin)   0.386 eV

Cartesian coordinates (Å):
C: 2.416 -0.623 0.050
C: 1.020 -0.094 0.159
C: -0.134 -0.707 -0.504
C: -1.193 0.078 -0.208
N: -2.508 -0.002 -0.610
C: -0.664 1.234 0.605
N: 0.748 0.976 0.825
H: 3.069 -0.099 0.752
H: 2.460 -1.702 0.233
H: 2.790 -0.448 -0.965
H: -0.120 -1.610 -1.104
H: -3.187 0.401 0.020
H: -2.800 -0.896 -0.978
H: -1.199 1.398 1.549
H: -0.754 2.158 0.021